DFT (ωB97M-V with the def2-TZVPD basis set) results for C5H9NO in the gas phase.

Values from the calculation:
E_tot: -325.79639 Ha
Kohn-Sham gap: 10.0 eV
SMILES: CON=C=C(C)C
LUMO: 0.98 eV

```
! wB97M-V def2-TZVPD RIJCOSX def2/J DEFGRID3
* xyz 0 1
C 3.037 1.433 -0.312
O 1.936 0.553 -0.253
C -1.174 -0.360 0.143
C -1.909 -0.763 -1.111
C -1.484 -1.083 1.430
C -0.201 0.512 0.092
N 0.767 1.286 0.032
H 3.189 1.945 0.645
H 3.892 0.789 -0.528
H 2.915 2.172 -1.112
H -1.614 -1.781 -1.395
H -1.677 -0.096 -1.945
H -2.994 -0.764 -0.953
H -2.562 -1.100 1.627
H -0.979 -0.620 2.282
H -1.143 -2.123 1.355
*
```

=====

DFT (ωB97M-V with the def2-TZVPD basis set) results for a 2-piece molecular cluster, C5H9NO overall at a distorted geometry.

Values from the calculation:
E_tot: -325.75272 Ha
Kohn-Sham gap (spin up / spin down): 7.0 / 7.0 eV
LUMO (spin up / spin down): -0.56 / -0.56 eV

```
! wB97M-V def2-TZVPD RIJCOSX def2/J DEFGRID3
* xyz 0 1
C 1.865 -0.107 0.189
C 0.450 0.435 0.138
C -0.528 -0.117 1.175
C -1.570 -0.472 0.192
O -0.822 -1.047 -1.619
C 0.251 1.811 -0.146
N 0.016 2.923 -0.410
H 1.865 -1.202 0.128
H 2.385 0.171 1.119
H 2.457 0.266 -0.652
H -0.089 -0.412 -1.282
H -0.121 -0.997 1.680
H -0.874 0.601 1.931
H -2.162 0.352 -0.197
H -2.027 -1.454 0.149
H -1.289 -0.572 -2.329
*
```

=====

- E_tot of number 2 (C5H9NO)?
  -325.75272 Ha

=====

- E_tot of number 2 (C5H9NO)?
  -325.75272 Ha